[1]
Computed, not measured: a structure of composition C50H50I4N10O2RbS in a non-equilibrium geometry, with the ωB97M-V functional and the def2-TZVPD basis.

Values from the calculation:
total charge	-2
energy above the lowest of the compared OMol25 structures with the same formula, charge and spin	51.08	kcal per mole
gap between HOMO and LUMO	4.27	eV
calculated total energy	-115548.644	eV
2S+1	2

XYZ file:
```
118
Properties=species:S:1:pos:R:3:forces:R:3
Rb -0.3984 -0.6147 -1.1660 0.219 0.402 0.219
C -3.5539 -3.5393 -4.8068 0.124 0.308 0.093
C -3.9950 -2.5376 -5.6402 -0.036 0.762 -0.396
C -3.2681 -1.3676 -5.7035 0.656 0.980 0.701
C -2.2475 -1.1393 -4.7778 0.148 -0.336 1.259
N -1.8782 -2.0673 -3.8828 -0.691 -0.391 0.039
C -2.5365 -3.2364 -3.9221 1.114 -0.389 -0.224
C -1.6214 0.2280 -4.6296 -1.031 -0.385 -0.758
C -2.3472 1.3247 -5.2007 0.736 0.187 0.836
C -1.6937 2.5509 -5.2397 1.078 -0.458 1.414
C -0.4180 2.6486 -4.6172 -1.536 -0.837 -1.277
C 0.1806 1.4932 -4.1314 -0.229 -0.334 0.007
N -0.4170 0.2814 -4.0692 -0.602 1.107 -1.077
C 1.6088 1.5107 -3.8245 2.073 0.104 0.683
C 2.4904 2.1771 -4.6871 -2.106 1.157 -1.047
C 3.8337 2.2723 -4.4308 -0.276 0.062 0.552
C 4.2763 1.7181 -3.2504 1.134 -0.841 0.213
C 3.3754 0.9610 -2.4621 0.177 0.790 -0.694
N 2.0734 0.8586 -2.7421 0.038 0.076 -0.208
H -3.9318 -4.5369 -4.8940 -0.442 -0.302 0.368
H -4.9291 -2.5938 -6.1624 -0.124 -0.417 -0.669
H -3.4020 -0.4971 -6.3321 -0.815 -0.541 -0.444
H -2.1895 -4.0554 -3.2788 0.070 0.591 0.044
H -3.4226 1.2535 -5.4170 0.775 -0.117 -0.269
H -2.1176 3.4458 -5.6575 -0.375 0.130 -0.070
H 0.0940 3.5855 -4.6243 0.349 0.327 0.116
H 2.0433 2.7664 -5.5390 0.601 -0.975 0.767
H 4.4400 2.8289 -5.1248 0.407 -0.007 0.057
H 5.3697 1.7608 -3.0184 -1.204 -0.126 0.112
H 3.7480 0.4652 -1.5793 -0.142 -0.223 0.176
N 2.5679 1.2135 1.3966 0.017 0.015 -0.131
C 3.4215 2.3935 1.6367 -0.428 -0.745 1.385
C 4.8560 1.9968 2.0203 -1.230 -0.482 0.532
C 5.6188 1.3422 0.8678 1.128 1.819 0.090
C 5.7295 -0.1356 0.9241 1.526 -1.955 1.384
N 4.5225 -0.9454 0.6918 -0.265 1.501 -0.463
H 1.6702 1.4971 0.9989 0.171 0.153 -0.213
H 2.3304 0.8823 2.3383 0.072 -0.175 -0.469
H 2.9628 2.8659 2.5160 0.356 0.697 -0.172
H 3.4321 3.0733 0.8066 -0.193 0.328 -0.593
H 4.7397 1.2651 2.8808 0.480 0.901 -0.753
H 5.3477 2.9279 2.3611 -0.022 -0.534 0.016
H 6.6408 1.8074 0.9005 -0.429 -0.778 -0.024
H 5.2510 1.7296 -0.0744 -0.502 -0.098 -0.462
H 6.1177 -0.3390 1.9659 -0.402 0.086 -0.621
H 6.5923 -0.5220 0.3285 -0.704 0.403 -0.228
H 3.7035 -0.3017 0.7821 0.548 -0.637 0.057
H 4.4591 -1.5946 1.4534 -0.189 -0.411 0.237
N -1.2134 -4.0581 2.9286 0.025 -0.335 -0.167
C -2.0265 -3.6339 3.9844 -0.279 -2.136 1.484
C -2.3875 -4.5724 5.0411 0.658 0.297 -2.216
C -2.7461 -4.0585 6.2526 -0.371 -0.402 1.265
C -2.9899 -2.6980 6.4473 0.267 0.033 -0.069
C -2.8557 -1.8322 5.3645 0.226 0.000 -0.271
C -2.3103 -2.3116 4.1323 -0.776 0.503 2.624
S -1.6940 -1.1384 3.0523 -0.395 1.901 0.339
N -1.2457 -2.0214 1.7889 2.133 -2.900 -2.671
C -0.8822 -3.2773 1.8346 -1.894 2.006 1.100
C -0.1260 -4.0096 0.8112 1.123 -1.172 -1.302
C 0.0317 -5.4377 0.8234 -2.171 1.503 2.019
C 0.8227 -6.0432 -0.0842 0.841 -0.503 -1.061
C 1.5717 -5.2632 -0.9660 0.125 0.187 0.220
C 1.4026 -3.8624 -0.9311 -0.744 -0.904 -0.343
N 0.5154 -3.2829 -0.1122 0.153 -0.073 0.417
H -1.1290 -5.0400 2.7700 0.037 -0.189 0.429
H -2.3335 -5.6755 4.8660 0.346 1.107 0.197
H -2.7908 -4.7086 7.1478 -0.226 0.231 -0.774
H -3.1832 -2.4243 7.4922 -0.150 0.484 -0.723
H -3.0178 -0.7397 5.4431 0.082 -0.771 0.107
H -0.5412 -6.0753 1.5493 0.665 0.621 -0.904
H 0.8245 -7.1360 -0.0990 0.366 0.346 -0.141
H 2.2785 -5.7649 -1.6244 -0.114 0.493 -0.102
H 1.8965 -3.2147 -1.6637 0.025 -0.308 0.408
I 3.7875 -1.2738 4.5037 0.479 -0.814 0.153
I 1.8200 0.8003 4.8987 -0.412 0.307 0.337
C 5.3729 -4.0140 4.4695 0.837 -1.573 -1.778
O 5.3735 -2.6859 4.1726 0.097 0.925 -0.235
H 4.4127 -4.5520 4.3125 0.116 0.280 -0.086
H 5.6921 -4.2679 5.4738 0.194 0.062 0.681
H 6.1566 -4.5436 3.7442 -1.401 0.772 1.280
N -0.2096 2.1514 -0.1506 -0.375 0.069 0.079
C -0.5011 3.2235 0.4301 1.151 -0.132 -0.454
C -1.7386 3.4085 1.2530 -0.401 0.719 1.029
C -2.6947 2.4131 1.2091 -1.678 -1.321 0.122
C -3.7843 2.2792 2.1063 0.838 0.720 -1.006
C -3.8676 3.1667 3.1683 0.822 0.089 0.184
C -2.9296 4.2081 3.2168 -0.244 1.309 -0.767
C -1.9771 4.4492 2.1836 -0.924 -1.200 0.804
C 0.5027 4.3993 0.3881 -0.881 -1.210 -0.862
C 1.0507 5.0602 1.4466 -0.005 0.658 1.930
C 1.9193 6.1263 1.2469 -0.007 0.397 -0.199
C 2.2999 6.4906 -0.0328 0.732 0.594 -0.198
C 1.8513 5.7757 -1.1206 -0.970 -1.279 1.266
C 0.9652 4.7155 -0.8692 0.255 0.078 -2.806
H -2.6336 1.6581 0.4220 0.372 0.224 0.118
H -4.5730 1.5654 1.8705 0.276 -0.138 0.336
H -4.5807 3.0489 3.9804 -0.064 0.081 -0.211
H -3.0856 4.9867 3.9828 0.290 -0.438 -0.304
H -1.4574 5.3992 2.1293 0.227 -0.263 0.250
H 0.7850 4.7682 2.4801 0.111 0.235 -0.650
H 2.2403 6.7687 2.0501 0.219 -0.254 0.445
H 3.0127 7.2998 -0.2292 -0.314 -0.094 0.397
H 2.1862 6.0215 -2.0922 0.220 0.079 -0.973
H 0.6352 4.0802 -1.7530 0.233 0.775 1.335
I 4.2943 -2.9043 -3.0377 0.095 0.183 0.051
I 4.7675 -5.0514 -5.2785 0.005 -0.239 -0.224
O -3.2346 -0.0937 -1.4539 -2.818 -0.411 1.017
N -4.5443 -0.1944 -1.1284 2.408 0.168 -1.410
C -5.3885 0.7598 -1.6606 0.241 -0.437 0.851
C -6.7617 0.6409 -1.3664 1.343 0.895 -0.611
C -7.2476 -0.4496 -0.7079 -0.482 -0.855 1.421
C -6.3653 -1.4582 -0.2641 0.088 0.389 0.718
C -5.0010 -1.2821 -0.3874 -0.355 0.463 -1.210
H -4.8743 1.6063 -2.2155 -0.733 -1.413 0.904
H -7.4093 1.4698 -1.6099 -0.058 -0.020 -0.203
H -8.2787 -0.4257 -0.3185 0.472 -0.306 -0.635
H -6.6960 -2.3251 0.3345 0.014 0.619 -0.519
H -4.2918 -2.0412 -0.0295 0.017 0.900 -0.330
```
Forces are in eV/Å.

***

[2]
Computed, not measured: a structure of composition C50H52BaN8O5P2S in a non-equilibrium geometry, with the ωB97M-V functional and the def2-TZVPD basis.

Values from the calculation:
total charge	0
gap between HOMO and LUMO	7.91	eV
calculated total energy	-104963.306	eV

XYZ file:
```
119
Properties=species:S:1:pos:R:3:forces:R:3
Ba 2.1583 -0.2631 -1.5948 -0.104 2.762 1.566
C -6.6674 0.4488 2.4805 -0.037 -0.024 -0.027
C -6.1198 -0.0907 1.1469 -0.043 -0.007 0.073
C -7.2266 -0.8153 0.3641 0.040 0.048 -0.011
C -5.6040 1.0842 0.3452 0.211 -0.113 -0.035
C -6.4715 2.0687 -0.1235 -0.003 0.050 -0.020
C -6.0080 3.1768 -0.8032 -0.165 0.121 -0.030
C -4.6455 3.3614 -0.9911 0.127 -0.077 0.094
C -3.7531 2.4193 -0.5101 0.150 -0.598 0.055
P -1.9188 2.5359 -0.4533 -0.096 0.485 0.110
C -1.8566 3.0307 1.3268 0.226 -0.117 -0.100
C -0.9486 2.3534 2.1367 -0.029 0.121 -0.085
C -0.8540 2.6437 3.4910 0.035 -0.044 0.110
C -1.6682 3.6179 4.0482 0.035 -0.065 -0.023
C -2.5887 4.2872 3.2517 -0.054 0.067 -0.027
C -2.6881 3.9914 1.9009 0.056 -0.017 0.016
C -1.7327 4.1381 -1.3341 0.261 -0.028 -0.058
C -1.8245 4.0473 -2.7271 0.059 0.037 0.118
C -1.6224 5.1596 -3.5265 -0.025 0.024 -0.052
C -1.3091 6.3835 -2.9473 -0.029 -0.009 0.014
C -1.2050 6.4831 -1.5687 0.031 0.048 -0.041
C -1.4100 5.3681 -0.7651 -0.044 -0.107 -0.001
C -4.2498 1.2601 0.1092 -0.109 0.195 -0.138
O -3.2864 0.3546 0.4901 -0.240 -0.126 -0.007
C -3.6678 -0.8295 1.0734 0.063 -0.400 0.322
C -2.6566 -1.7810 1.3295 -0.174 0.744 -0.266
C -2.9936 -2.9192 2.0486 -0.029 0.064 -0.124
C -4.2936 -3.1466 2.4535 -0.016 -0.252 0.144
C -5.2793 -2.2386 2.1327 -0.050 0.055 0.011
C -4.9951 -1.0673 1.4441 0.219 0.124 -0.116
P -0.9161 -1.5773 0.6784 -0.502 -0.219 0.289
C -0.8883 -3.1575 -0.2662 0.169 0.094 0.020
C -0.7720 -4.4339 0.2817 0.089 -0.068 -0.078
C -0.7831 -5.5510 -0.5388 0.028 -0.051 0.097
C -0.9153 -5.4106 -1.9133 0.013 0.034 -0.036
C -1.0556 -4.1463 -2.4621 -0.057 -0.085 -0.064
C -1.0438 -3.0271 -1.6439 0.011 -0.043 0.080
C -0.0681 -1.9681 2.2593 0.209 0.063 -0.086
C -0.4450 -1.2543 3.3995 0.036 -0.012 -0.042
C 0.2294 -1.4261 4.5970 -0.014 0.038 -0.016
C 1.3006 -2.3059 4.6713 0.036 -0.001 0.014
C 1.6975 -3.0000 3.5400 0.018 -0.025 0.107
C 1.0261 -2.8257 2.3389 -0.073 -0.007 -0.008
H -7.4774 1.1586 2.3067 -0.026 -0.013 0.010
H -5.8752 0.9615 3.0277 -0.009 0.004 0.026
H -7.0426 -0.3666 3.1001 -0.033 0.022 0.016
H -8.0497 -0.1382 0.1368 -0.029 -0.012 0.016
H -7.6259 -1.6541 0.9333 -0.022 0.013 0.005
H -6.8277 -1.1975 -0.5760 -0.022 -0.017 -0.012
H -7.5344 1.9726 0.0595 0.000 -0.037 -0.014
H -6.7087 3.9209 -1.1600 0.005 -0.009 -0.021
H -4.2805 4.2509 -1.4885 0.014 -0.005 0.012
H -0.3207 1.5925 1.6907 0.069 -0.106 0.013
H -0.1502 2.1038 4.1139 0.010 0.010 -0.040
H -1.5873 3.8523 5.1020 -0.026 -0.003 0.003
H -3.2312 5.0433 3.6860 -0.002 -0.006 -0.005
H -3.4079 4.5141 1.2821 -0.055 -0.018 0.034
H -2.0479 3.0829 -3.1704 -0.003 0.006 -0.094
H -1.7024 5.0759 -4.6031 0.002 -0.020 0.000
H -1.1434 7.2531 -3.5700 -0.006 0.003 0.000
H -0.9611 7.4358 -1.1148 0.011 -0.019 0.014
H -1.3175 5.4611 0.3093 0.022 0.000 -0.013
H -2.2285 -3.6474 2.2815 -0.049 0.070 0.039
H -4.5429 -4.0410 3.0097 0.016 -0.005 0.007
H -6.2960 -2.4355 2.4486 -0.013 0.009 -0.025
H -0.6548 -4.5640 1.3495 0.050 -0.033 -0.047
H -0.6834 -6.5381 -0.1037 0.012 0.006 0.011
H -0.8961 -6.2860 -2.5504 -0.045 0.005 -0.007
H -1.1656 -4.0279 -3.5331 0.024 0.017 0.007
H -1.1347 -2.0408 -2.0764 0.006 0.049 -0.042
H -1.2717 -0.5546 3.3407 -0.043 -0.035 0.054
H -0.0806 -0.8726 5.4748 -0.003 0.012 -0.005
H 1.8339 -2.4350 5.6044 -0.012 -0.022 0.006
H 2.5385 -3.6800 3.5980 0.003 0.007 -0.053
H 1.3537 -3.3603 1.4561 0.014 -0.025 0.024
N 2.7380 1.6462 0.2023 0.183 0.693 0.895
C 2.6920 3.0375 -0.2483 0.096 0.115 -0.207
C 3.2328 3.1374 -1.6706 -0.073 0.150 0.243
N 2.4195 2.3156 -2.5625 0.016 0.658 -0.280
H 2.3955 1.5890 1.1567 -0.042 -0.086 -0.016
H 3.7142 1.3462 0.2577 0.036 -0.022 0.053
H 3.2634 3.7199 0.3939 -0.050 -0.003 -0.017
H 1.6494 3.3691 -0.2447 -0.043 0.064 0.052
H 4.2522 2.7444 -1.6782 0.007 0.032 -0.062
H 3.2648 4.1917 -1.9763 0.077 -0.039 0.089
H 2.8245 2.2772 -3.4907 -0.024 -0.093 0.002
H 1.4957 2.7266 -2.6608 -0.052 0.009 -0.027
O 2.2326 -0.2131 -4.1025 0.094 -0.065 -1.486
S 0.7502 -0.5177 -4.1294 -0.414 -0.095 -1.011
N 0.0442 -0.2915 -2.8741 -1.869 0.082 -1.034
C 5.1869 -3.6176 2.3701 0.104 0.072 0.040
N 4.3595 -3.4067 1.1982 -0.230 0.041 -0.044
C 4.0571 -4.4343 0.3582 -0.096 0.023 -0.145
C 3.3085 -4.2593 -0.7475 -0.008 -0.047 0.002
C 2.8425 -2.9162 -1.0428 0.293 -0.876 0.180
O 2.2348 -2.6319 -2.0994 0.040 -1.584 -0.475
N 3.0783 -1.9410 -0.1452 0.786 -1.381 1.339
C 3.8006 -2.1201 0.9759 0.406 -0.083 0.571
O 4.0074 -1.2435 1.8039 -0.014 -0.063 -0.102
H 5.0737 -4.6425 2.7222 -0.023 -0.002 -0.010
H 4.8789 -2.9175 3.1422 -0.013 -0.026 -0.005
H 6.2408 -3.4330 2.1480 -0.014 0.004 0.007
H 4.4539 -5.4029 0.6381 0.009 0.013 0.012
H 3.0433 -5.0735 -1.4036 0.049 -0.013 -0.002
C 7.7961 -1.0416 -4.0669 -0.174 -0.111 -0.002
N 6.8052 -0.6587 -3.0900 0.015 -0.035 -0.101
C 7.1083 -0.2803 -1.7320 -0.139 0.039 0.218
C 5.7397 0.2409 -1.2565 0.603 0.042 -0.135
O 5.5512 0.7608 -0.1775 -0.010 -0.072 -0.043
N 4.8361 0.0651 -2.2635 -0.118 -0.001 -0.360
C 5.4876 -0.4425 -3.3097 0.568 0.186 0.237
N 4.9251 -0.6531 -4.4984 -0.225 -0.102 0.141
H 8.7581 -0.6277 -3.7707 0.012 -0.008 -0.043
H 7.5359 -0.6349 -5.0454 0.050 0.017 0.002
H 7.8908 -2.1280 -4.1478 0.056 0.019 -0.014
H 7.8563 0.5129 -1.6707 0.005 -0.017 -0.039
H 7.4338 -1.1260 -1.1212 -0.010 0.023 0.016
H 3.9011 -0.5789 -4.5233 0.052 0.000 -0.092
H 5.3793 -1.2651 -5.1524 -0.004 0.020 -0.018
```
Forces are in eV/Å.